[1]
DFT (ωB97M-V/def2-TZVPD) results for a molecular structure, C41H33BrFN2O7OsS2Si.

Last column: Löwdin spin population.
Atoms and positions in Å:
H  1.042  7.172  2.525  0.0000
H  -6.260  -3.670  -1.387  0.0008
H  3.133  2.541  -1.685  0.0012
C  -0.970  6.577  3.042  0.0000
H  -2.961  -4.794  -2.911  0.0005
O  0.487  -2.870  -1.532  0.2239
C  0.284  -2.414  -0.409  0.1053
O  8.877  -0.739  -0.529  0.0005
H  1.401  5.285  0.992  0.0000
H  0.624  7.662  4.435  0.0000
C  0.205  0.413  -2.022  0.0127
N  -2.778  -2.153  -2.182  0.1476
C  4.843  -0.734  -2.808  -0.0016
C  -1.584  1.125  1.614  0.0185
H  5.610  2.402  -1.787  -0.0004
H  -5.265  -1.875  0.762  0.0000
H  -2.347  -4.187  0.160  0.0004
H  -4.521  -0.556  -0.165  -0.0003
C  0.774  1.885  2.203  0.0014
C  -1.992  5.674  2.776  0.0000
C  -2.168  -4.666  -4.899  0.0004
C  -2.564  -4.140  -3.676  0.0117
H  -4.012  -4.533  0.652  0.0009
H  -5.332  -3.861  -2.883  0.0001
C  1.920  -2.720  3.448  0.0157
H  1.125  2.366  4.226  0.0000
Os  -1.500  -0.631  -1.789  2.2424
S  7.387  0.226  -2.392  0.0019
C  6.611  -0.659  0.222  0.0003
C  0.962  -2.699  0.852  0.1049
H  0.159  0.958  0.377  0.0017
C  2.511  -3.537  2.454  0.0826
H  2.318  -2.745  4.456  -0.0009
C  -1.626  -3.855  -5.886  0.0128
H  -3.551  -1.487  0.970  -0.0001
H  -2.274  -5.730  -5.075  -0.0003
C  -4.358  -1.559  0.235  0.0014
C  2.037  -3.531  1.158  -0.0012
C  -1.019  2.078  3.805  0.0022
H  -3.365  -5.239  -0.835  0.0000
C  0.379  -1.882  1.839  0.0674
C  2.835  0.518  -2.322  0.0200
O  -3.701  2.019  1.014  0.0182
H  6.386  0.312  0.667  0.0000
N  -0.702  -1.440  -0.118  0.0597
C  -1.799  4.633  1.883  0.0001
H  3.346  -4.174  2.720  0.0053
H  -5.955  -2.269  -2.428  0.0002
C  3.619  1.626  -2.000  0.0173
C  0.247  6.448  2.382  0.0000
C  1.411  0.524  -2.156  0.1474
C  -0.630  -1.128  1.203  0.2740
C  -0.229  1.659  1.118  0.0056
C  3.462  -0.663  -2.744  0.0176
H  0.407  -1.268  3.918  0.0026
H  5.329  -1.649  -3.125  -0.0003
C  -5.520  -3.193  -2.038  0.0053
C  -3.365  -4.342  -0.211  0.0060
S  -0.251  3.180  0.082  0.0008
O  -2.325  8.130  4.247  0.0000
H  2.481  -4.150  0.388  -0.0017
O  -1.453  -0.314  1.876  0.0759
F  -1.799  -0.654  -4.200  0.0164
H  5.694  -1.032  -0.230  0.0001
C  -2.433  -2.778  -3.389  0.0224
C  -0.563  4.475  1.256  0.0003
C  -1.957  1.649  2.978  0.0001
H  2.845  -1.523  -2.972  0.0013
H  6.954  -1.337  1.000  0.0000
H  -2.943  5.800  3.277  0.0000
H  1.816  1.939  1.910  0.0000
O  -0.155  8.185  4.664  0.0000
C  5.002  1.548  -2.057  -0.0020
C  5.621  0.362  -2.437  0.0140
C  -1.908  -2.014  -4.428  0.0198
Br  -1.476  2.682  5.548  0.0006
H  -1.080  -1.810  -6.373  -0.0002
C  7.729  -0.480  -0.772  0.0014
H  -2.611  3.950  1.656  0.0001
C  0.859  -1.895  3.159  0.0518
Si  -3.970  -2.802  -1.076  0.0273
C  -2.729  1.385  0.603  0.0137
H  -1.297  -4.271  -6.829  0.0009
H  -3.000  1.603  3.250  0.0003
C  -1.496  -2.492  -5.643  -0.0001
O  -2.563  0.946  -0.574  0.1234
C  -1.238  7.685  4.013  0.0000
C  0.451  5.399  1.498  0.0000
C  0.404  2.123  3.458  0.0000

Values from the calculation:
- total charge = -1
- LUMO level (spin up / spin down) (eV) = 2.03 / 1.15
- <S²> = 6.05
- spin multiplicity = 5
- HOMO level (spin up / spin down) (eV) = -4.054 / -5.760
- ΔE to the lowest compared entry with this formula, charge and spin (kJ/mol) = 311.72


[2]
DFT (ωB97M-V/def2-TZVPD) results for a molecular structure, C18H29B2Br3Cl3F2InMg2NNaO18V.

Last column: Mulliken charge in e.
Atoms and positions in Å:
C  -3.429  -4.213  1.682  0.6290
O  6.249  2.583  3.139  -0.5241
C  -3.853  5.554  0.823  -0.5806
H  -2.797  5.727  1.033  0.3562
H  -3.134  -1.380  -3.280  0.3576
B  6.775  1.671  2.106  1.1141
O  5.253  1.240  -0.946  -0.6726
H  8.084  -0.482  8.541  0.2669
Br  -5.855  4.669  -1.025  -0.1563
Cl  8.464  -2.532  7.441  -0.1746
C  7.341  0.809  4.123  0.5092
H  1.051  -0.039  -3.516  0.3909
N  0.445  -1.743  -0.623  0.0368
O  -2.547  7.063  -7.840  -0.1956
H  -0.935  -3.428  -0.317  0.0914
Cl  10.435  -0.659  8.504  -0.1785
H  -2.550  -2.886  -2.510  0.4430
Mg  -0.665  1.876  -8.320  0.4214
C  2.276  -0.634  0.674  -1.1938
H  8.746  -0.252  6.907  0.0351
H  -3.447  -3.465  3.887  0.2418
C  -4.067  -1.666  -1.323  -0.4283
C  8.813  -0.839  7.819  0.0880
O  -0.973  5.299  -8.153  -0.5437
C  7.227  2.279  -0.030  0.3293
O  -1.553  6.675  -9.965  -0.5015
Br  -4.769  7.138  1.490  -0.1415
O  0.088  -1.172  1.607  -0.3844
H  -4.203  4.712  1.416  0.3463
O  7.745  2.743  -1.008  -0.5910
O  7.785  0.103  4.987  -0.5637
O  6.305  2.576  5.382  -0.5917
O  -0.253  7.530  -8.225  -0.4590
H  -4.197  -2.121  1.453  0.3405
H  -2.057  -2.912  2.851  0.1157
H  2.936  -1.538  0.538  0.3127
C  -0.401  1.551  -3.974  0.5825
H  -2.426  1.094  1.466  0.2923
H  -3.964  -0.863  -0.552  0.2387
Mg  -5.219  -4.448  3.574  0.4070
O  7.454  0.572  2.820  -0.4865
H  -3.386  4.630  -1.056  -0.0027
H  -3.976  6.297  -1.220  0.4430
Cl  -1.300  6.635  -8.565  1.6579
H  -5.356  -3.333  -0.456  0.2597
H  -2.810  1.919  -1.913  0.1826
V  -3.458  -8.251  0.590  1.3101
H  -2.761  -4.931  1.126  0.2089
C  -3.595  -2.875  0.880  0.5626
O  -0.485  2.463  -3.305  -0.2289
F  -3.673  6.306  -6.688  -0.1305
H  0.465  -3.638  -1.525  0.2835
O  -1.623  1.334  0.968  -0.5656
C  5.948  1.508  0.003  0.7793
H  -0.419  -0.566  -4.413  0.4146
C  -0.058  0.114  -3.605  -0.9876
In  -1.053  -0.583  -1.638  0.9338
C  0.813  -1.212  0.600  0.7663
Br  -0.715  1.893  -6.041  0.4062
B  -1.857  1.189  -0.405  -0.0372
C  -4.075  5.373  -0.655  -0.2714
H  2.496  -0.139  1.642  0.4208
C  -2.687  -3.806  3.088  -0.5986
C  -4.268  -3.045  -0.543  -0.8129
H  -4.435  -4.708  1.943  -0.9771
H  -2.030  -4.632  3.448  0.3513
O  5.681  1.150  1.254  -0.4581
H  -3.777  -3.894  -1.093  0.3205
H  -2.573  -2.455  0.720  -0.4680
C  6.581  2.079  4.326  0.6184
H  0.809  -3.651  0.221  0.3611
F  -0.036  -2.883  2.672  -0.4321
O  -4.535  -9.513  1.005  -0.8614
O  7.710  2.373  1.204  -0.5041
O  -2.480  -6.882  0.175  -1.0389
H  -5.027  -1.463  -1.870  0.4275
O  -2.609  2.220  -1.010  -0.1797
Na  -5.464  -6.142  0.527  0.8001
C  -2.831  -1.826  -2.289  -1.2583
C  0.132  -3.189  -0.549  -0.5587
H  2.480  0.012  -0.220  0.2851

Values from the calculation:
- total charge = +1
- LUMO level (eV) = -8.75
- HOMO level (eV) = -9.837
- ΔE to the lowest compared entry with this formula, charge and spin (kJ/mol) = 0.00


[3]
DFT (ωB97M-V/def2-TZVPD) results for a molecular structure, C28H35B2N5O16Pb2.

Last column: Mulliken charge in e.
Atoms and positions in Å:
C  -1.610  -3.925  -0.515  -1.6042
C  5.185  4.766  -1.866  0.5532
O  -1.933  1.720  0.910  -0.8481
H  -0.934  3.682  4.768  0.6306
H  3.948  -0.615  -3.347  0.3704
O  3.018  6.477  -3.737  -0.4841
O  3.803  4.325  0.103  -0.4687
H  -0.284  -2.106  -0.251  -0.6096
C  2.166  6.408  -4.721  0.4739
H  -1.272  3.196  3.171  0.2064
H  -5.344  -1.778  -3.811  0.3491
C  -1.750  1.121  -1.326  0.4819
O  2.814  4.178  -4.205  -0.3112
H  -1.573  -4.459  0.434  0.4251
O  1.634  7.220  -5.417  -0.4355
H  1.175  0.501  -4.095  0.5878
H  -1.778  -4.659  -1.304  0.4407
C  -0.366  -3.024  -0.833  1.3518
C  -1.110  1.218  6.054  -0.6523
H  -2.921  -1.346  -2.746  -0.1434
H  2.878  1.848  -3.042  0.0516
C  0.986  -3.754  -0.791  -0.3926
H  3.419  -0.172  -4.904  0.3608
O  1.363  4.303  -5.926  -0.5252
C  3.076  -0.672  -3.998  -1.3901
C  2.024  -3.020  0.055  0.2592
H  -1.437  -4.846  5.404  0.3171
H  -1.824  0.536  6.517  0.3871
C  3.016  0.716  -1.287  0.2424
H  -3.348  -0.614  -4.318  0.3477
H  1.350  -3.811  -1.817  0.3363
O  -3.913  1.953  -0.441  -0.5649
N  2.858  -2.380  0.682  -0.5871
N  -1.682  -2.268  7.265  -0.5006
C  -1.851  -3.030  6.390  0.3052
H  0.800  -4.695  -0.272  0.3988
N  1.169  -0.075  5.831  -0.4301
O  2.386  2.634  1.787  -0.8685
H  -2.726  -2.677  3.660  0.3656
C  -3.169  -1.549  -3.788  0.2449
O  6.289  4.510  -1.465  -0.5696
H  -0.994  2.059  6.737  0.3911
O  1.493  -0.018  3.006  -0.5334
H  -5.470  -4.089  -3.246  0.3968
C  1.830  0.087  -3.328  -0.0293
O  -0.533  1.047  -0.787  -0.1175
C  0.999  0.565  2.076  1.3426
C  2.238  1.243  -2.400  0.1457
H  -1.906  1.026  4.045  0.1220
H  0.250  -3.637  3.353  0.4421
H  2.802  -1.706  -4.207  0.3954
C  0.160  0.452  5.894  0.2941
C  -0.578  -2.943  3.496  -0.2824
C  3.869  4.638  -1.073  0.4582
C  -1.918  -2.077  -4.379  0.2590
H  -0.355  -2.146  4.205  -0.0963
H  -4.318  -2.568  -5.076  0.3037
B  3.339  5.230  -3.175  1.0784
H  0.248  2.565  4.167  0.0534
C  -0.804  2.839  4.089  -1.0093
C  -4.471  -3.653  -3.222  -0.9987
O  -2.035  0.841  -2.480  -0.6106
H  1.400  1.853  -2.063  0.3615
C  -4.446  -2.361  -4.014  -0.6069
H  1.260  -0.647  -2.758  -0.3998
H  -0.717  -2.347  2.593  -0.0819
C  -2.069  -3.964  5.301  -0.5864
O  2.826  4.910  -1.815  -0.4910
N  -0.905  -2.483  -4.796  -0.5554
C  -2.723  1.615  -0.225  0.1962
Pb  4.493  3.458  2.743  1.4869
H  -0.527  -2.526  -1.789  -0.2543
B  -0.561  1.319  0.653  0.9295
O  0.446  2.359  0.803  -0.3854
H  -2.161  -4.304  3.163  0.2750
O  4.824  5.139  -3.108  -0.4808
H  -2.694  2.200  4.911  0.5748
O  -0.162  0.244  1.503  0.0669
C  -1.684  1.822  4.756  -0.3695
C  -2.012  -3.477  3.857  -0.5103
C  1.380  1.986  1.533  0.0154
H  -2.461  -3.245  -0.547  0.2953
Pb  3.554  -0.144  4.606  1.4332
H  -4.181  -3.489  -2.184  0.1489
C  2.069  4.832  -5.019  0.7206
H  -3.114  -4.255  5.402  0.3592
H  -3.798  -4.419  -3.608  0.3168
N  3.584  0.331  -0.401  -0.5653

Values from the calculation:
- total charge = +2
- LUMO level (eV) = -11.62
- HOMO level (eV) = -13.091
- ΔE to the lowest compared entry with this formula, charge and spin (kJ/mol) = 1055.95


[4]
DFT (ωB97M-V/def2-TZVPD) results for C4H7NO in the gas phase.

Last column: Mulliken charge in e.
Atoms and positions in Å:
H  2.165  -0.862  1.091  0.3264
H  -0.149  0.849  -1.848  0.3808
H  -2.296  1.204  -0.802  0.3176
H  -1.616  1.444  1.539  0.2514
O  -0.612  -0.348  1.574  -0.4814
N  -1.550  0.412  1.123  -0.0883
C  2.030  -0.795  0.043  -1.1415
H  2.855  -0.277  -0.337  0.3531
C  -1.628  0.407  -0.321  -0.3596
H  2.065  -1.789  -0.366  0.2664
C  -0.144  0.488  -0.861  -0.5267
C  0.742  -0.152  -0.155  0.4910
H  -1.861  -0.583  -0.679  0.2109

Values from the calculation:
- LUMO level (spin up / spin down) (eV) = 0.57 / 0.66
- HOMO level (spin up / spin down) (eV) = -7.473 / -7.869
- ΔE to the lowest compared entry with this formula, charge and spin (kJ/mol) = 571.65


[5]
DFT (ωB97M-V/def2-TZVPD) results for 3 unconnected molecules or ions with the total composition C5H14NO2.

Last column: Mulliken charge in e.
Atoms and positions in Å:
H  -4.101  -0.643  0.856  0.3145
H  0.465  -1.117  -1.533  0.3361
H  2.789  1.573  -2.072  0.3009
C  1.520  0.510  -0.594  -0.2578
H  0.719  2.860  -1.505  0.3583
H  -1.813  0.199  3.146  0.2894
H  1.828  1.095  0.253  0.3873
C  0.726  2.034  -2.203  -1.1968
H  0.442  2.512  -3.170  0.3634
O  -1.421  -0.654  2.989  -0.5612
H  1.990  0.367  -2.821  0.3524
H  0.749  0.031  1.847  0.1933
H  0.560  -1.681  2.529  0.3783
C  0.598  -1.020  1.678  -0.2268
H  -0.356  1.803  -2.154  0.3342
N  0.667  -1.532  0.502  0.0194
O  -3.371  -0.987  0.308  -0.6212
H  0.447  -2.509  0.351  0.3142
H  -1.766  -1.281  3.633  0.3093
C  1.843  1.033  -1.990  -0.5379
H  -3.426  -1.913  0.606  0.3131
C  0.912  -0.681  -0.657  -0.1623

Values from the calculation:
- total charge = +1
- LUMO level (eV) = -4.52
- HOMO level (eV) = -13.509
- ΔE to the lowest compared entry with this formula, charge and spin (kJ/mol) = 348.80